# C6H10N2O2

C6H10N2O2 as an isolated structure (ωB97M-V/def2-TZVPD, OMol25).

Last column: natural (NBO) charge in e.
Geometry (Å):
O 1.2830 0.6070 3.1584  -0.58
C 0.3189 0.4902 2.4002  0.78
N -1.0758 1.6056 2.3909  -0.75
C -2.2500 0.8278 2.0014  -0.27
C -1.7276 -0.5738 1.9129  0.27
C -0.3984 -0.7490 2.1724  -0.28
C -0.1514 -2.1912 2.5369  -0.41
C -1.5843 -2.7867 2.5194  -0.20
N -2.4197 -1.7323 1.9259  -0.59
H -1.1525 2.1117 3.2662  0.39
H -3.0594 0.8866 2.7440  0.21
H -2.6283 1.1527 1.0216  0.21
H 0.4891 -2.6696 1.7787  0.22
H 0.3328 -2.3428 3.5102  0.23
H -1.6571 -3.7162 1.9415  0.20
H -1.9321 -2.9897 3.5448  0.19
H -3.4262 -1.7539 2.0166  0.40
H -0.4116 2.3161 1.2918  0.49
O 0.5930 1.7699 0.7040  -0.94
H -0.1647 1.3835 0.2119  0.43

* strongest force on any atom: 4.1 eV Å⁻¹
* energy: -494.49943 hartree
* frontier orbital gap: 0.3174 Ha
* multiplicity: 1
* ΔE to the lowest compared entry with this formula, charge and spin: 90.5 kcal/mol

# C28H33BrCuN3O2Si

C28H33BrCuN3O2Si as an isolated structure (ωB97M-V/def2-TZVPD, OMol25).

Last column: Mulliken spin population.
Geometry (Å):
Cu 0.2507 1.0404 -0.3152  0.08
C 4.4867 0.4088 -1.2199  0.01
Si 2.7895 -0.3286 -1.4609  -0.03
C 1.9208 0.5576 -2.8521  0.00
C 2.8382 -2.1548 -1.8585  0.02
N 1.8054 -0.0470 0.0018  0.46
C 2.0453 -0.5791 1.2076  0.12
C 3.1762 -1.3860 1.5158  0.13
C 3.3818 -1.8905 2.7739  -0.06
C 2.4655 -1.6206 3.7940  0.19
C 1.3402 -0.8462 3.5497  -0.09
C 1.1278 -0.3397 2.2824  0.09
O 0.0342 0.3930 1.9482  0.04
C -0.8831 0.7480 2.9410  -0.01
C -0.7148 1.9477 3.6055  0.00
C -1.6703 2.3314 4.5366  0.00
C -2.7689 1.5199 4.7858  0.00
C -2.9181 0.3199 4.1036  0.00
C -1.9701 -0.0751 3.1695  0.00
H 5.0401 0.3795 -2.1613  0.00
H 5.0850 -0.1072 -0.4687  0.00
H 4.4049 1.4551 -0.9175  0.00
H 2.4504 0.3789 -3.7913  0.00
H 1.8915 1.6382 -2.6941  0.00
H 0.8937 0.2033 -2.9659  0.00
H 3.4140 -2.3107 -2.7743  0.00
H 1.8274 -2.5278 -2.0383  -0.01
H 3.2865 -2.7663 -1.0754  0.00
H 3.8930 -1.5902 0.7336  0.01
H 4.2552 -2.4940 2.9792  0.00
H 2.6292 -2.0191 4.7860  0.01
H 0.6302 -0.6432 4.3391  0.00
H 0.1488 2.5640 3.3909  0.00
H -1.5547 3.2670 5.0672  0.00
H -3.5107 1.8231 5.5121  0.00
H -3.7752 -0.3113 4.2964  0.00
H -2.0697 -1.0007 2.6164  0.00
O -1.2168 -0.1491 -1.4159  0.01
C -2.3513 0.4172 -2.0626  0.00
C -3.3750 0.9202 -1.0594  0.00
C -2.7602 1.8054 0.0316  0.00
C -1.9649 2.9583 -0.5132  0.00
C -2.5837 4.1510 -0.8680  0.00
C -1.8324 5.1908 -1.3825  0.00
C -0.4638 5.0196 -1.5280  0.00
C 0.0865 3.8111 -1.1555  -0.01
N -0.6392 2.7950 -0.6658  0.03
H -1.1934 -1.1294 -1.4954  0.00
H -2.8093 -0.3191 -2.7270  0.00
H -1.9952 1.2439 -2.6841  0.00
H -3.8660 0.0729 -0.5751  0.00
H -4.1458 1.4732 -1.6035  0.00
H -2.1110 1.2004 0.6637  0.00
H -3.5554 2.1911 0.6715  0.00
H -3.6516 4.2525 -0.7280  0.00
H -2.3041 6.1242 -1.6592  0.00
H 0.1690 5.8040 -1.9167  0.00
H 1.1509 3.6360 -1.2410  0.00
Br -0.5482 -3.0909 0.8889  0.00
C -0.5034 -3.7165 -0.8992  0.00
C -0.0627 -5.0070 -1.1468  0.00
C -0.0199 -5.4234 -2.4656  0.00
C -0.4135 -4.5470 -3.4680  0.00
C -0.8383 -3.2840 -3.1046  0.00
N -0.8863 -2.8690 -1.8335  0.00
H 0.2338 -5.6497 -0.3315  0.00
H 0.3177 -6.4222 -2.7078  0.00
H -0.3926 -4.8340 -4.5093  0.00
H -1.1507 -2.5635 -3.8509  0.00

* strongest force on any atom: 0.2 eV Å⁻¹
* energy: -5905.39045 hartree
* frontier orbital gap (spin up / spin down): 0.3131 / 0.2396 Ha
* multiplicity: 2
* total charge: +1
* <S²>: 0.787
* ΔE to the lowest compared entry with this formula, charge and spin: 0.0 kcal/mol

# C35H28N4O4PS2Sr

C35H28N4O4PS2Sr as an isolated structure (ωB97M-V/def2-TZVPD, OMol25).

Last column: Löwdin charge in e.
Geometry (Å):
Sr 0.3568 -0.3732 1.3713  1.34
N -6.1586 -2.2522 4.8490  0.09
C -5.1877 -2.2706 3.8442  -0.33
C -5.5515 -2.4673 2.5133  -0.04
C -4.5973 -2.4351 1.5127  -0.07
C -3.2677 -2.2167 1.8224  -0.29
C -2.8931 -2.0267 3.1463  -0.05
C -3.8450 -2.0471 4.1496  -0.03
S -2.0465 -2.1335 0.5341  0.57
O -0.7926 -2.5584 1.1876  -0.47
O -2.5025 -2.9319 -0.5718  -0.30
N -1.7791 -0.6186 0.1678  -0.26
C -2.5454 0.4851 0.3660  -0.48
N -3.8760 0.3786 0.4633  0.14
C -4.5377 1.5079 0.6829  -0.13
C -3.9034 2.7326 0.7929  -0.07
C -2.5212 2.7201 0.6540  -0.13
N -1.8104 1.6266 0.4352  0.12
H -6.9925 -2.7763 4.6361  0.08
H -5.8082 -2.4601 5.7709  0.08
H -6.5917 -2.6382 2.2604  0.11
H -4.8894 -2.5782 0.4814  0.11
H -1.8528 -1.8744 3.4070  0.11
H -3.5382 -1.8942 5.1773  0.11
H -5.6168 1.4272 0.7733  0.10
H -4.4441 3.6506 0.9673  0.09
H -1.9542 3.6441 0.7152  0.11
O 1.3625 1.4631 2.6687  -0.16
C 1.7606 0.5335 3.4228  -0.77
O 1.0020 -0.3796 3.8383  -0.12
C 3.2500 0.4053 3.6270  -0.18
C 3.8216 0.8362 4.8173  -0.05
C 5.1927 0.7598 5.0215  -0.12
C 5.9845 0.2356 4.0103  -0.13
C 5.4133 -0.2077 2.8298  -0.15
C 4.0346 -0.1441 2.5972  -0.65
S 3.4048 -0.7749 1.0685  0.45
H 3.1735 1.2366 5.5885  0.11
H 5.6311 1.1017 5.9507  0.08
H 7.0587 0.1618 4.1364  0.09
H 6.0433 -0.6256 2.0547  0.08
C -2.6664 2.2144 -3.7874  -0.10
C -2.6270 0.8511 -3.5267  -0.08
C -1.4848 0.2715 -2.9994  -0.12
C -0.3623 1.0523 -2.7259  -0.38
C -0.4025 2.4165 -3.0025  -0.09
C -1.5499 2.9945 -3.5282  -0.10
P 1.0297 0.3063 -1.8234  1.07
C 2.4654 1.3574 -2.1999  -0.38
C 3.2136 1.2678 -3.3722  -0.08
C 4.3036 2.0984 -3.5719  -0.09
C 4.6568 3.0262 -2.6008  -0.10
C 3.9283 3.1107 -1.4249  -0.08
C 2.8419 2.2717 -1.2199  -0.11
C 1.3440 -1.2296 -2.7545  -0.37
C 1.9941 -2.2535 -2.0696  -0.09
C 2.2838 -3.4513 -2.7082  -0.07
C 1.9161 -3.6412 -4.0310  -0.10
C 1.2619 -2.6285 -4.7192  -0.09
C 0.9796 -1.4294 -4.0849  -0.11
H -3.5641 2.6644 -4.1933  0.09
H -3.4929 0.2308 -3.7216  0.10
H -1.4783 -0.7890 -2.7773  0.11
H 0.4619 3.0361 -2.7964  0.10
H -1.5661 4.0584 -3.7312  0.10
H 2.9497 0.5351 -4.1247  0.10
H 4.8854 2.0160 -4.4815  0.10
H 5.5150 3.6690 -2.7537  0.10
H 4.2168 3.8054 -0.6472  0.10
H 2.3154 2.3021 -0.2720  0.10
H 2.3001 -2.1207 -1.0369  0.04
H 2.7905 -4.2338 -2.1588  0.11
H 2.1311 -4.5809 -4.5247  0.10
H 0.9669 -2.7740 -5.7512  0.10
H 0.4557 -0.6462 -4.6205  0.10

* strongest force on any atom: 1.4 eV Å⁻¹
* energy: -3039.22376 hartree
* frontier orbital gap: 0.2295 Ha
* multiplicity: 1
* total charge: -1
* ΔE to the lowest compared entry with this formula, charge and spin: 1.1 kcal/mol

# C5H25N2O8

A 8-piece molecular cluster, C5H25N2O8 overall (ωB97M-V/def2-TZVPD, OMol25).

Last column: Mulliken spin population.
Geometry (Å):
O -3.7882 0.6921 -0.1257  0.00
C -3.2450 -0.1330 0.5511  0.00
C -2.9258 -1.5490 0.1001  0.01
C -2.7964 -1.6774 -1.4550  0.03
C -1.9147 -0.6597 -2.0726  0.14
C -0.5331 -0.9801 -1.9480  0.52
N 0.5929 -0.1915 -2.4722  -0.01
N -2.3627 0.3214 -2.8301  0.23
H -2.8370 0.0295 1.5568  0.00
H -2.0017 -1.8023 0.6224  0.01
H -3.6435 -2.2747 0.4925  0.00
H -2.4466 -2.6499 -1.8169  0.01
H -3.8576 -1.5979 -1.6980  -0.01
H -0.1022 -1.9122 -1.6077  0.00
H 1.4190 -0.1601 -1.8551  0.03
H 0.9926 -0.5973 -3.3334  0.02
H 0.2475 0.7596 -2.6230  0.00
H -3.2352 0.7821 -2.5498  0.00
H -1.7387 1.1258 -2.9207  0.00
H 0.7427 3.0107 1.8664  0.00
H 1.7306 2.0626 2.5679  0.00
O 1.0192 2.1021 1.8879  0.00
H 3.0046 1.0089 0.3232  0.00
H 2.1154 2.1271 0.5723  0.00
O 2.7130 1.8260 -0.1408  0.00
H 2.4406 -0.9938 1.5646  0.00
H 3.9626 -1.0017 1.4785  0.00
O 3.1883 -0.4436 1.2598  0.00
H -1.0513 1.0980 -0.0484  0.00
H -0.1203 2.0808 -0.5437  0.00
O -0.8604 1.5568 -0.8696  0.02
H 4.0958 0.9667 -2.1706  0.00
H 3.0725 0.1482 -1.4297  0.00
O 3.6118 0.1438 -2.2228  0.00
H 0.1736 0.9374 3.1679  0.00
H 0.2731 0.7185 4.7484  0.00
O 0.2942 0.2901 3.8846  0.00
H 0.9427 -0.9719 3.4985  0.00
H 1.6240 -2.4100 3.5832  0.00
O 1.2034 -1.7823 3.0077  0.00

* strongest force on any atom: 2.5 eV Å⁻¹
* energy: -916.24287 hartree
* frontier orbital gap (spin up / spin down): 0.3135 / 0.1833 Ha
* multiplicity: 2
* total charge: +2
* <S²>: 0.762
* ΔE to the lowest compared entry with this formula, charge and spin: 45.1 kcal/mol

Question: Number 4 is which compound?
Answer: C5H25N2O8

Question: The highest strongest force on any atom belongs to which entry?
Answer: C6H10N2O2

Question: Among the records above, which one has the lowest ΔE to the lowest compared entry with this formula, charge and spin?
Answer: C28H33BrCuN3O2Si